# 1
Below is a 6-piece molecular cluster, C29H48Cl2NO15S overall at a distorted geometry, with properties calculated with ωB97M-V/def2-TZVPD.

```
96
Properties=species:S:1:pos:R:3:mulliken_charge:R:1
C 1.854 2.831 1.121 -0.767
C 2.830 3.234 -0.128 -0.022
Cl 4.475 3.906 0.521 -0.149
C 2.987 2.136 -1.315 -0.482
Cl 4.631 2.522 -2.168 -0.083
N 3.056 0.688 -0.927 0.388
C 4.024 0.388 0.237 0.208
C 4.711 -1.128 0.059 -0.446
C 4.069 -2.257 1.057 -0.575
S 4.213 -1.884 2.886 0.987
O 2.836 -1.244 3.311 -0.557
O 4.261 -3.272 3.634 -0.559
O 5.560 -0.912 3.274 -0.452
C 1.727 -0.014 -0.737 -0.052
C 0.732 0.009 -2.040 -0.592
O -0.542 0.725 -1.701 -0.308
C -1.417 -0.131 -0.881 0.056
O -1.777 0.348 0.342 -0.255
H 0.834 2.441 0.647 0.143
H 2.319 2.095 1.904 0.155
H 1.571 3.852 1.668 0.407
H 2.324 4.194 -0.630 0.392
H 2.174 2.384 -2.133 0.558
H 3.511 0.190 -1.753 -0.121
H 3.389 0.326 1.218 -0.159
H 4.934 1.123 0.280 0.382
H 5.864 -1.019 0.349 0.419
H 4.682 -1.513 -1.048 0.041
H 4.696 -3.256 0.872 0.471
H 2.952 -2.543 0.835 0.284
H 5.184 0.035 3.280 0.400
H 1.116 0.318 0.202 0.437
H 1.993 -1.164 -0.555 -0.102
H 1.220 0.592 -2.944 0.300
H 0.412 -1.075 -2.348 0.374
H -1.808 -1.203 -1.175 0.357
O -5.261 5.358 2.059 -0.585
C -4.869 4.228 1.820 0.446
O -4.235 3.860 0.668 -0.358
C -4.019 2.450 0.682 -0.029
C -4.065 2.055 2.135 -0.126
C -5.050 3.039 2.714 -0.454
H -4.809 1.970 0.096 0.208
H -3.051 2.221 0.228 -0.069
H -4.349 1.010 2.288 0.075
H -3.081 2.209 2.593 0.271
H -6.080 2.681 2.628 0.279
H -4.810 3.284 3.751 0.307
O 2.289 4.342 -3.106 -0.561
C 3.044 5.191 -3.551 0.451
O 4.267 5.487 -3.021 -0.299
C 4.825 6.597 -3.722 -0.453
C 4.124 6.619 -5.055 -0.513
C 2.754 6.087 -4.717 -0.475
H 4.640 7.506 -3.140 0.278
H 5.905 6.460 -3.831 0.315
H 4.107 7.610 -5.516 0.337
H 4.624 5.931 -5.748 0.271
H 2.077 6.883 -4.396 0.294
H 2.326 5.524 -5.549 0.315
O -6.050 -3.048 2.953 -0.586
C -4.853 -2.905 2.769 0.404
O -4.182 -1.729 2.945 -0.320
C -2.826 -1.898 2.536 -0.180
C -2.568 -3.380 2.613 -0.575
C -3.916 -3.967 2.278 -0.343
H -2.717 -1.509 1.518 0.006
H -2.167 -1.334 3.203 0.387
H -1.768 -3.713 1.947 0.311
H -2.292 -3.656 3.638 0.277
H -4.049 -4.090 1.199 0.270
H -4.083 -4.912 2.799 0.303
O -10.983 -7.108 5.326 -0.579
C -10.227 -6.259 4.881 0.459
O -9.004 -5.963 5.411 -0.352
C -8.447 -4.853 4.710 -0.241
C -9.148 -4.831 3.377 -0.416
C -10.517 -5.363 3.716 -0.347
H -8.632 -3.944 5.292 0.226
H -7.367 -4.990 4.601 0.184
H -9.165 -3.840 2.916 0.298
H -8.648 -5.518 2.684 0.249
H -11.195 -4.567 4.036 0.252
H -10.946 -5.925 2.883 0.266
O 3.143 -1.788 -4.227 -0.618
C 4.341 -1.645 -4.411 0.490
O 5.012 -0.469 -4.235 -0.281
C 6.368 -0.638 -4.644 -0.424
C 6.625 -2.120 -4.567 -0.551
C 5.278 -2.707 -4.902 -0.360
H 6.477 -0.249 -5.662 0.299
H 7.027 -0.074 -3.977 0.314
H 7.426 -2.453 -5.233 0.353
H 6.901 -2.396 -3.542 0.231
H 5.144 -2.830 -5.981 0.310
H 5.111 -3.652 -4.381 0.283
```

Computed properties:
net charge: +1
molecular weight: 753.668 g/mol
HOMO energy: -10.805 eV
E_LUMO: -3.2 eV
spin multiplicity: 1

# 2
Below is C18H21Cl2N5O3S in the gas phase at a distorted geometry, with properties calculated with ωB97M-V/def2-TZVPD.

```
50
Properties=species:S:1:pos:R:3:mulliken_charge:R:1
C 7.318 -2.630 -2.410 -0.789
N 5.993 -2.226 -1.886 0.596
C 4.756 -2.255 -2.548 -0.007
C 3.760 -1.992 -1.527 -0.149
S 1.991 -1.742 -1.911 1.147
O 1.563 -2.436 -3.140 -0.660
O 1.837 -0.310 -2.182 -0.595
N 1.056 -2.245 -0.522 -0.314
C -0.421 -1.786 -0.609 -1.472
C -0.302 -0.817 0.522 3.025
C -0.634 0.650 0.221 -1.992
N -1.905 1.093 0.670 0.210
C -3.202 0.898 0.072 0.311
O -3.259 0.381 -1.030 -0.623
C -4.505 0.922 0.832 0.048
C -5.625 0.106 0.503 -0.536
C -6.834 0.219 1.156 -0.743
C -7.107 1.123 2.175 0.368
Cl -8.662 0.979 2.915 -0.196
C -6.092 2.107 2.495 -0.840
C -4.845 1.972 1.797 1.010
Cl -3.611 3.065 2.057 -0.209
C -0.994 -1.414 1.749 -1.741
C -0.565 -0.631 3.005 -0.002
C -1.748 0.117 3.630 -0.907
C -1.048 -1.029 4.340 -0.531
C 1.258 -1.170 0.545 -1.476
N 4.552 -1.874 -0.308 -0.064
N 5.796 -2.110 -0.588 -0.856
H 7.362 -2.352 -3.446 0.329
H 8.077 -2.108 -1.860 0.292
H 7.416 -3.703 -2.231 0.294
H 4.538 -2.440 -3.661 0.353
H -1.180 -2.543 -0.460 0.370
H -0.623 -1.391 -1.558 0.505
H -0.497 0.980 -0.816 0.480
H 0.120 1.318 0.681 0.431
H -1.885 1.398 1.602 0.169
H -5.493 -0.695 -0.196 0.452
H -7.626 -0.423 0.906 0.457
H -6.206 2.927 3.178 0.448
H -0.681 -2.401 1.778 0.710
H -2.079 -1.407 1.618 0.279
H 0.424 -0.178 3.106 0.548
H -1.566 1.171 3.914 0.254
H -2.778 0.015 3.215 0.199
H -1.535 -2.077 4.456 0.207
H -0.108 -0.899 5.003 0.272
H 1.754 -1.504 1.442 0.476
H 1.852 -0.321 0.276 0.462
```

Computed properties:
molecular weight: 458.371 g/mol
HOMO energy: -9.318 eV
E_LUMO: -0.1 eV
spin multiplicity: 1
energy above the lowest of the compared OMol25 structures with the same formula, charge and spin: 4.509 eV
SMILES: Cn1cc(S(=O)(=O)N2CC(CNC(=O)c3ccc(Cl)cc3Cl)(CC3CC3)C2)nn1

# 3
Below is a 2-piece molecular cluster, C3H8O2 overall at a distorted geometry, with properties calculated with ωB97M-V/def2-TZVPD.

```
13
Properties=species:S:1:pos:R:3:mulliken_charge:R:1
C 0.130 1.150 -1.253 -1.007
C 0.888 -0.066 -0.807 -0.111
C 1.349 -0.177 0.425 -0.152
O 2.207 -1.157 0.846 -0.486
H 0.712 1.723 -1.979 0.284
H -0.759 0.826 -1.806 0.291
H -0.219 1.790 -0.443 0.297
H 1.269 -0.714 -1.585 0.320
H 1.072 0.545 1.191 0.226
H 2.463 -0.916 1.743 0.340
O -3.721 0.163 0.463 -0.637
H -3.052 -0.515 0.639 0.319
H -4.087 0.241 1.366 0.316
```

Computed properties:
molecular weight: 76.095 g/mol
HOMO energy: -8.667 eV
E_LUMO: 0.7 eV
spin multiplicity: 1
energy above the lowest of the compared OMol25 structures with the same formula, charge and spin: 1.336 eV
SMILES: C/C=C/O.O

# 4
Below is C6H11NO3S in the gas phase at a distorted geometry, with properties calculated with ωB97M-V/def2-TZVPD.

```
22
Properties=species:S:1:pos:R:3:mulliken_charge:R:1
C 2.172 1.159 -0.582 0.362
C -0.448 -1.303 -1.064 -1.000
C -1.758 -0.733 -0.546 -0.678
C -1.186 1.090 1.569 -0.814
C 1.344 0.249 -1.069 -0.062
C 1.159 -1.546 0.575 -0.426
N 0.796 -0.822 -0.446 0.282
O 2.395 0.962 0.802 -0.517
O 2.856 2.028 -1.125 -0.682
O -3.003 1.534 -0.241 -0.641
S -1.624 1.178 -0.222 0.606
H -0.508 -2.479 -0.971 0.367
H -0.465 -1.218 -2.148 0.380
H -2.430 -0.717 -1.373 0.439
H -2.174 -1.132 0.391 0.383
H -1.527 0.088 1.996 0.222
H -1.841 1.907 1.844 0.437
H 0.959 0.360 -2.067 0.265
H 0.456 -2.327 0.811 0.254
H 2.010 -1.208 1.110 0.304
H -0.121 1.217 1.589 0.207
H 2.940 1.713 1.167 0.312
```

Computed properties:
molecular weight: 177.225 g/mol
HOMO energy (alpha / beta): -8.093 / -8.093 eV
E_LUMO (alpha / beta): -0.2 / -0.2 eV
spin multiplicity: 1
energy above the lowest of the compared OMol25 structures with the same formula, charge and spin: 4.032 eV

# 5
Below is an isolated ion of composition C4H12N3O3S and charge -1 at a distorted geometry, with properties calculated with ωB97M-V/def2-TZVPD.

```
23
Properties=species:S:1:pos:R:3:mulliken_charge:R:1
C -2.233 0.219 0.944 -1.245
C -0.871 0.913 0.866 -0.864
N -0.160 0.261 -0.210 0.472
C 0.180 1.049 -1.273 -0.594
C 0.596 0.209 -2.480 -1.408
N 0.945 -0.660 0.070 -0.100
N 2.009 0.049 0.651 -0.684
S 0.424 -1.877 1.182 1.036
O 0.215 -1.104 2.406 -0.666
O -0.804 -2.307 0.591 -0.658
O 1.552 -2.778 1.152 -0.689
H -2.123 -0.808 1.328 0.275
H -2.860 0.689 1.569 0.541
H -2.701 0.211 -0.040 0.268
H -0.779 1.976 0.706 0.598
H -0.480 0.763 1.830 0.363
H 0.928 1.860 -1.185 0.312
H -0.745 1.739 -1.541 0.421
H -0.158 -0.378 -2.758 0.382
H 0.663 0.816 -3.407 0.380
H 1.389 -0.376 -2.116 0.360
H 2.803 -0.179 0.066 0.209
H 2.212 -0.286 1.650 0.291
```

Computed properties:
net charge: -1
molecular weight: 182.225 g/mol
HOMO energy: -4.577 eV
E_LUMO: 3.9 eV
spin multiplicity: 1
energy above the lowest of the compared OMol25 structures with the same formula, charge and spin: 0.000 eV
SMILES: CCN(CC)N(N)S(=O)(=O)[O-]